Record 1
{
  "formula": "C7H16Cl6O4",
  "method": "ωB97M-V/def2-TZVPD",
  "species": ["C", "Cl", "Cl", "Cl", "Cl", "C", "C", "O", "O", "H", "H", "H", "H", "H", "H", "C", "C", "O", "O", "H", "H", "H", "H", "H", "H", "Cl", "C", "C", "Cl", "H", "H", "H", "H"],
  "positions_angstrom": [[-10.057, 9.653, 20.484], [-11.372, 8.585, 20.897], [-8.908, 8.767, 19.447], [-10.691, 11.019, 19.632], [-9.189, 10.120, 21.919], [-15.008, 8.584, 20.700], [-15.538, 8.249, 22.120], [-16.800, 7.580, 22.044], [-15.732, 9.704, 20.233], [-15.045, 7.691, 20.076], [-13.966, 8.903, 20.674], [-15.576, 9.109, 22.789], [-14.801, 7.593, 22.583], [-17.382, 7.868, 22.751], [-16.507, 9.366, 19.779], [-12.135, 12.127, 23.531], [-12.981, 11.410, 22.448], [-14.378, 11.731, 22.532], [-11.786, 13.383, 23.163], [-11.194, 11.578, 23.560], [-12.521, 12.184, 24.549], [-13.031, 10.334, 22.613], [-12.577, 11.560, 21.447], [-14.883, 11.159, 21.949], [-10.903, 13.387, 22.788], [-9.879, 13.401, 17.254], [-10.354, 14.512, 18.611], [-9.228, 15.399, 18.923], [-8.947, 16.707, 17.784], [-10.593, 13.845, 19.440], [-11.173, 15.067, 18.153], [-8.361, 14.750, 19.046], [-9.398, 15.775, 19.932]],
  "mulliken_charge": [0.38, -0.08, -0.07, -0.07, -0.10, -0.20, -0.21, -0.50, -0.55, 0.40, -0.03, 0.21, 0.32, 0.32, 0.34, -0.57, 0.35, -0.14, -0.48, 0.24, 0.36, 0.20, 0.20, 0.33, 0.32, -0.19, -0.01, -0.42, -0.15, -0.17, 0.36, 0.32, 0.28],
  "gap_ev": [9.809, 2.965],
  "spin_multiplicity": 2,
  "total_charge": 1
}

---

Record 2
{
  "formula": "C7H16CuFO4",
  "method": "ωB97M-V/def2-TZVPD",
  "species": ["F", "C", "O", "C", "C", "O", "C", "C", "O", "C", "H", "H", "H", "H", "H", "H", "H", "H", "H", "H", "H", "H", "H", "O", "C", "Cu", "H", "H", "H"],
  "positions_angstrom": [[1.196, 0.716, -2.902], [-2.093, 0.930, -1.692], [-1.109, 0.458, -0.822], [0.975, 1.302, -1.061], [2.035, 0.367, -0.490], [1.431, -0.429, 0.528], [1.417, -1.841, 0.296], [0.513, -2.428, 1.350], [-0.712, -1.694, 1.296], [-1.816, -2.315, 1.948], [-2.747, 0.082, -1.952], [-2.651, 1.816, -1.347], [-1.553, 1.338, -2.563], [1.461, 2.157, -1.582], [2.827, 0.955, -0.011], [2.494, -0.259, -1.263], [2.430, -2.253, 0.390], [1.032, -2.040, -0.714], [0.937, -2.323, 2.359], [0.331, -3.488, 1.128], [-2.674, -1.649, 1.812], [-2.047, -3.271, 1.462], [-1.570, -2.466, 3.008], [0.486, 1.929, 0.112], [0.043, 3.286, -0.013], [-0.454, 0.260, 0.886], [-0.216, 3.631, 0.992], [0.855, 3.862, -0.471], [-0.820, 3.367, -0.683]],
  "mulliken_charge": [-0.54, -0.90, -0.30, 0.40, -0.61, -0.33, -0.43, -0.48, -0.03, -0.73, 0.26, 0.34, 0.32, 0.47, 0.26, 0.50, 0.41, 0.40, 0.37, 0.39, 0.25, 0.29, 0.34, 0.00, -0.76, 0.21, 0.28, 0.32, 0.32],
  "gap_ev": [9.243, 7.402],
  "spin_multiplicity": 2,
  "total_charge": 1
}

---

Record 3
{
  "formula": "C7H16F2N3O7PS2",
  "method": "ωB97M-V/def2-TZVPD",
  "species": ["N", "C", "C", "C", "C", "C", "C", "N", "P", "O", "O", "O", "C", "H", "H", "H", "H", "H", "H", "H", "H", "H", "H", "H", "H", "H", "H", "H", "H", "N", "S", "O", "O", "F", "S", "O", "O", "F"],
  "positions_angstrom": [[2.002, -1.456, 2.782], [1.623, -1.605, 1.582], [2.050, -0.595, 0.544], [1.361, 0.757, 0.776], [2.232, 1.982, 0.547], [1.455, 3.280, 0.814], [-0.009, 3.324, 0.352], [-0.726, 1.983, 0.389], [-2.258, 2.066, -0.541], [-1.934, 2.323, -1.922], [-3.018, 0.742, -0.198], [-2.964, 3.230, 0.268], [0.157, 0.873, -0.139], [1.642, -2.205, 3.372], [0.992, -2.431, 1.254], [3.132, -0.477, 0.615], [1.807, -0.948, -0.461], [1.026, 0.782, 1.823], [2.617, 1.968, -0.477], [3.097, 1.947, 1.210], [1.500, 3.533, 1.874], [1.950, 4.096, 0.286], [-0.101, 3.670, -0.677], [-0.592, 3.990, 0.983], [-0.910, 1.753, 1.368], [-2.862, 0.250, 0.617], [-3.814, 3.007, 0.663], [0.450, 1.184, -1.142], [-0.439, -0.035, -0.237], [-1.728, -3.731, -2.102], [-1.474, -5.313, -2.221], [-1.390, -5.950, -0.951], [-0.568, -5.670, -3.256], [-2.903, -5.656, -2.772], [-0.609, -2.828, -1.541], [-1.131, -1.517, -1.254], [0.676, -2.904, -2.159], [-0.342, -3.417, -0.066]],
  "mulliken_charge": [-0.62, -0.11, -0.94, 0.71, -1.01, -0.69, -0.66, -0.10, 0.89, -0.56, -0.42, -0.52, -0.76, 0.28, 0.45, 0.43, 0.29, 0.28, 0.37, 0.40, 0.38, 0.34, 0.45, 0.40, 0.55, 0.35, 0.36, 0.33, 0.23, -0.37, 1.11, -0.58, -0.57, -0.23, 1.08, -0.59, -0.61, -0.32],
  "gap_ev": 7.850,
  "relative_energy_ev": 0.000
}

---

Record 4
{
  "formula": "C7H16FN3S",
  "method": "ωB97M-V/def2-TZVPD",
  "species": ["C", "N", "C", "C", "C", "F", "H", "H", "H", "H", "H", "H", "H", "H", "H", "H", "N", "C", "N", "C", "C", "S", "H", "H", "H", "H", "H", "H"],
  "positions_angstrom": [[4.819, -0.612, -1.465], [4.235, 0.401, -0.627], [4.082, -0.106, 0.709], [3.515, 0.955, 1.669], [2.187, 1.620, 1.323], [4.467, 1.964, 1.639], [5.641, -1.116, -0.978], [5.243, -0.044, -2.354], [4.076, -1.387, -1.724], [4.739, 1.254, -0.638], [5.030, -0.469, 1.226], [3.322, -0.906, 0.624], [3.568, 0.567, 2.696], [2.062, 2.457, 2.011], [1.323, 0.883, 1.322], [2.276, 2.059, 0.298], [-3.337, -2.624, -1.091], [-4.367, -1.816, -0.753], [-5.446, -2.488, -1.124], [-4.189, -0.440, -0.497], [-2.931, 0.165, -0.393], [-2.461, 1.540, 0.281], [-3.389, -3.301, -1.761], [-2.376, -2.429, -0.573], [-6.541, -1.988, -1.479], [-5.635, -3.417, -0.804], [-4.938, 0.269, 0.010], [-2.093, -0.368, -0.802]],
  "mulliken_charge": [-0.88, -0.32, -0.61, 0.26, -1.13, -0.34, 0.33, 0.32, 0.24, 0.25, 0.34, 0.34, 0.31, 0.32, 0.30, 0.27, -0.45, 0.66, -0.57, -0.31, -0.44, -0.35, 0.21, 0.24, 0.30, 0.25, 0.22, 0.25],
  "smiles": "CNC[C@H](C)F.NC(N)=CC=S",
  "gap_ev": 7.908
}

---

Record 5
{
  "formula": "C7H16N",
  "method": "ωB97M-V/def2-TZVPD",
  "species": ["C", "C", "C", "C", "C", "C", "C", "N", "H", "H", "H", "H", "H", "H", "H", "H", "H", "H", "H", "H", "H", "H", "H", "H"],
  "positions_angstrom": [[-0.650, 0.522, -2.629], [-0.431, -0.820, -1.923], [0.242, -0.971, -0.752], [0.540, -2.366, -0.291], [0.869, 0.165, 0.151], [-0.197, 0.701, 1.156], [-0.160, -0.016, 2.459], [-0.193, 2.236, 1.296], [0.362, 0.808, -3.009], [-1.095, 1.355, -2.021], [-1.383, 0.368, -3.388], [-0.735, -1.658, -2.560], [-0.156, -3.094, -0.028], [1.172, -2.970, -0.980], [1.041, -2.218, 0.724], [1.326, 1.046, -0.478], [1.764, -0.094, 0.619], [-1.118, 0.536, 0.580], [0.854, -0.412, 2.700], [-0.770, -0.931, 2.394], [-0.581, 0.558, 3.317], [-1.128, 2.511, 1.124], [0.081, 2.595, 2.307], [0.441, 2.654, 0.595]],
  "mulliken_charge": [-1.13, -0.27, 0.60, -1.58, -1.19, 0.32, -1.45, -0.21, 0.26, 0.20, 0.42, 0.40, 0.39, 0.33, 0.30, 0.42, 0.61, 0.30, 0.34, 0.34, 0.44, 0.37, 0.41, 0.39],
  "smiles": "C/C=C(/C)C[C@@H](C)[NH3+]",
  "gap_ev": 8.778,
  "total_charge": 1,
  "relative_energy_ev": 1.961
}

---

Record 6
{
  "formula": "C7H16N",
  "method": "ωB97M-V/def2-TZVPD",
  "species": ["C", "C", "C", "C", "C", "C", "C", "N", "H", "H", "H", "H", "H", "H", "H", "H", "H", "H", "H", "H", "H", "H", "H", "H"],
  "positions_angstrom": [[-0.666, -2.304, 2.065], [0.617, -1.635, 1.670], [0.391, -0.581, 0.621], [-0.312, 0.269, -1.471], [0.175, -0.796, -0.733], [0.383, -2.190, -1.316], [-0.843, 0.178, -2.840], [0.571, 5.860, 1.439], [-0.521, -3.118, 2.769], [-1.227, -2.632, 1.184], [1.013, -1.008, 2.479], [1.458, -2.282, 1.375], [0.116, 0.391, 1.026], [1.091, 6.221, 2.217], [-0.351, 1.219, -0.940], [0.153, -2.953, -0.582], [-0.284, -2.295, -2.175], [1.389, -2.298, -1.721], [-1.512, -0.691, -2.928], [-0.035, -0.032, -3.551], [-1.403, 1.064, -3.113], [0.661, 6.269, 0.530], [0.421, 4.872, 1.457], [-1.285, -1.529, 2.539]],
  "mulliken_charge": [-1.01, -0.71, -0.31, -0.04, 0.84, -1.20, -1.29, -0.56, 0.31, 0.34, 0.34, 0.40, 0.37, 0.20, 0.39, 0.37, 0.37, 0.32, 0.39, 0.38, 0.35, 0.20, 0.16, 0.37],
  "gap_ev": 5.245,
  "total_charge": 1,
  "relative_energy_ev": 2.200
}

---

Record 7
{
  "formula": "C7H16N",
  "method": "ωB97M-V/def2-TZVPD",
  "species": ["C", "C", "C", "C", "C", "C", "C", "N", "H", "H", "H", "H", "H", "H", "H", "H", "H", "H", "H", "H", "H", "H", "H", "H"],
  "positions_angstrom": [[-1.587, -0.582, 0.564], [-1.346, 0.929, 0.710], [-1.046, 1.584, -0.679], [-0.078, 0.738, -1.524], [1.025, 0.134, -0.800], [2.275, 0.257, -0.568], [3.053, -0.214, 0.639], [-2.734, -0.764, -0.306], [-1.527, -1.023, 1.573], [-0.673, -0.922, 0.022], [-0.401, 1.098, 1.214], [-2.030, 1.507, 1.323], [-1.905, 1.769, -1.309], [-0.588, 2.562, -0.514], [-0.698, -0.066, -1.946], [0.312, 1.208, -2.440], [1.035, -3.107, 0.849], [2.990, 0.805, -1.193], [2.796, 0.299, 1.571], [4.123, -0.072, 0.522], [2.881, -1.275, 0.834], [-3.480, -0.289, 0.210], [0.672, -2.853, 1.445], [-3.069, -1.724, -0.199]],
  "mulliken_charge": [-0.41, -0.77, -0.62, -0.62, 0.49, -0.28, -1.03, -0.59, 0.34, 0.24, 0.32, 0.40, 0.36, 0.41, 0.38, 0.46, 0.08, 0.37, 0.30, 0.37, 0.30, 0.28, -0.07, 0.26],
  "gap_ev": 6.768,
  "total_charge": 1,
  "relative_energy_ev": 5.304
}

---

Record 8
{
  "formula": "C7H16N",
  "method": "ωB97M-V/def2-TZVPD",
  "species": ["C", "C", "C", "C", "C", "C", "C", "N", "H", "H", "H", "H", "H", "H", "H", "H", "H", "H", "H", "H", "H", "H", "H", "H"],
  "positions_angstrom": [[-0.937, -1.075, -2.670], [-0.478, -1.752, -1.431], [0.193, -1.127, -0.417], [0.591, -1.983, 0.773], [0.454, 0.345, -0.404], [-0.171, 1.142, 0.769], [0.250, 0.759, 2.202], [0.106, 2.624, 0.558], [-0.673, -0.034, -2.850], [-2.023, -1.034, -2.808], [-0.466, -1.589, -3.495], [-0.639, -2.825, -1.311], [-0.288, -2.459, 1.196], [0.961, -2.998, 0.541], [1.260, -1.374, 1.400], [0.060, 0.875, -1.287], [1.545, 0.442, -0.333], [-1.247, 1.008, 0.726], [0.197, 1.654, 2.832], [1.241, 0.404, 2.416], [-0.354, -0.137, 2.358], [-0.346, 2.916, -0.330], [-0.324, 3.313, 1.178], [1.086, 2.903, 0.384]],
  "mulliken_charge": [-1.26, -0.36, 0.94, -1.77, -0.71, 0.47, -1.46, -0.34, 0.34, 0.31, 0.33, 0.38, 0.40, 0.48, 0.27, 0.15, 0.33, 0.29, 0.33, 0.35, 0.43, 0.39, 0.38, 0.35],
  "smiles": "C/C=C(/C)C[C@@H](C)[NH3+]",
  "gap_ev": 8.371,
  "total_charge": 1,
  "relative_energy_ev": 1.684
}

---

Record 9
{
  "formula": "C7H16N2O",
  "method": "ωB97M-V/def2-TZVPD",
  "species": ["H", "N", "N", "C", "C", "C", "O", "H", "H", "H", "H", "H", "H", "H", "C", "C", "C", "C", "H", "H", "H", "H", "H", "H", "H", "H"],
  "positions_angstrom": [[0.427, -2.553, -1.251], [0.947, -1.998, -0.553], [1.025, -0.823, -0.938], [1.772, 0.088, -0.102], [1.860, -0.311, 1.368], [3.176, 0.150, -0.746], [1.152, 1.345, -0.192], [2.430, -1.228, 1.474], [2.334, 0.492, 1.924], [0.857, -0.469, 1.758], [3.698, -0.807, -0.622], [3.089, 0.381, -1.813], [3.735, 0.954, -0.245], [0.696, 1.389, -1.040], [-1.924, 1.014, 1.316], [-1.962, -0.105, 0.309], [-3.201, -0.377, -0.485], [-1.996, 0.215, -1.155], [-2.275, 0.666, 2.286], [-0.913, 1.389, 1.423], [-2.559, 1.840, 0.992], [-1.377, -0.970, 0.600], [-4.057, 0.258, -0.324], [-3.458, -1.402, -0.706], [-1.432, -0.395, -1.841], [-2.043, 1.257, -1.439]],
  "mulliken_charge": [0.25, -0.67, 0.12, 1.34, -1.53, -1.57, -0.56, 0.40, 0.40, 0.31, 0.37, 0.40, 0.34, 0.36, -1.42, 0.54, -0.57, -0.78, 0.30, 0.26, 0.39, 0.34, 0.25, 0.25, 0.20, 0.26],
  "smiles": "[H]/N=N/C(C)(C)O.CC1CC1",
  "gap_ev": 10.110,
  "relative_energy_ev": 3.099
}